1.
The following is a quantum chemistry calculation of a cluster of 3 separate species, C22H29N4O10 in total at a distorted geometry, from the Open Molecules 2025 dataset.

Frontier orbital gap (eV): 4.9
Strongest force on any atom (eV Å⁻¹): 6.020
LUMO (eV): 0.885

```
! wB97M-V def2-TZVPD RIJCOSX def2/J DEFGRID3
* xyz -1 1
C 1.041 -0.067 2.557
N -0.169 0.026 3.426
C -0.082 1.117 4.447
C -1.428 0.051 2.663
O -2.430 -0.507 3.217
C -1.640 0.660 1.194
N -2.052 2.087 1.151
C -0.907 3.011 1.067
O -0.306 2.846 -0.268
C 0.960 3.512 -0.307
O 1.950 2.716 0.397
C 2.938 3.585 1.044
C 2.339 4.269 2.385
O 3.447 4.750 3.227
C -3.016 2.458 2.225
C -3.984 3.681 1.759
O -3.571 4.874 1.566
O -5.355 3.446 1.601
H 1.994 0.070 3.197
H 1.095 -1.157 2.182
H 1.093 0.695 1.708
H -0.752 1.988 4.135
H -0.516 0.693 5.433
H 1.006 1.434 4.619
H -2.472 0.032 0.694
H -0.702 0.464 0.547
H -1.207 4.125 1.127
H -0.121 2.861 1.904
H 0.799 4.559 0.150
H 1.351 3.690 -1.371
H 3.879 3.000 1.359
H 3.201 4.381 0.244
H 1.747 3.527 3.031
H 1.694 5.188 2.166
H 3.060 5.287 3.957
H -3.725 1.619 2.538
H -2.413 2.892 3.117
C -4.335 0.063 -4.112
C -3.321 0.967 -3.811
C -2.143 0.521 -3.222
C -1.990 -0.836 -2.942
C -3.005 -1.745 -3.234
C -4.181 -1.290 -3.820
N -0.742 -1.313 -2.344
O 0.119 -0.481 -2.086
O -0.628 -2.515 -2.140
H -5.251 0.414 -4.577
H -3.448 2.020 -4.039
H -1.360 1.235 -2.992
H -2.896 -2.802 -3.014
H -4.976 -1.989 -4.054
C 1.347 -5.110 -2.779
C 2.359 -4.203 -2.478
C 3.537 -4.646 -1.887
C 3.694 -6.002 -1.605
C 2.682 -6.914 -1.897
C 1.505 -6.462 -2.486
N 4.943 -6.477 -1.006
O 5.803 -5.646 -0.746
O 5.059 -7.677 -0.803
H 0.431 -4.762 -3.246
H 2.229 -3.151 -2.708
H 4.318 -3.929 -1.658
H 2.794 -7.970 -1.677
H 0.712 -7.164 -2.720
*
```

2.
The following is a quantum chemistry calculation of a cluster of 6 separate species, C26H31F15O10 in total at a distorted geometry, from the Open Molecules 2025 dataset.

Frontier orbital gap (eV): 9.7
Strongest force on any atom (eV Å⁻¹): 3.973
LUMO (eV): 0.404
SMILES: CCOC(=O)C(F)(F)F.CCOC(=O)C(F)(F)F.CCOC(=O)C(F)(F)F.CCOC(=O)C(F)(F)F.CCOC(=O)C(F)(F)F.c1ccccc1

```
! wB97M-V def2-TZVPD RIJCOSX def2/J DEFGRID3
* xyz 0 1
C 7.715 9.759 14.325
C 8.676 9.886 15.346
C 9.956 9.463 15.135
C 10.309 8.887 13.933
C 9.400 8.869 12.849
C 8.085 9.270 13.112
H 6.726 10.175 14.563
H 8.371 10.295 16.324
H 10.680 9.631 15.955
H 11.325 8.631 13.819
H 9.550 8.401 11.914
H 7.310 9.142 12.296
C 7.712 12.883 16.677
C 8.022 12.597 18.130
O 8.860 13.678 18.612
C 10.162 13.492 18.483
O 10.764 12.566 18.052
C 10.878 14.794 18.958
F 10.787 15.621 17.908
F 10.205 15.291 19.998
F 12.161 14.627 19.234
H 7.274 13.868 16.524
H 6.987 12.193 16.266
H 8.630 12.798 16.066
H 8.442 11.574 18.285
H 7.134 12.605 18.703
C 8.636 14.167 7.661
C 8.120 14.946 8.965
O 8.342 14.104 10.172
C 7.279 13.558 10.764
O 6.067 13.796 10.582
C 7.725 12.488 11.860
F 8.786 12.933 12.583
F 6.724 12.235 12.696
F 8.098 11.360 11.218
H 9.536 13.564 7.862
H 8.824 14.944 6.866
H 7.848 13.493 7.322
H 7.007 15.145 8.907
H 8.716 15.833 9.173
C 14.316 9.750 19.874
C 13.944 11.128 19.214
O 15.032 11.640 18.424
C 15.269 11.045 17.319
O 14.634 10.170 16.803
C 16.420 11.775 16.585
F 17.450 10.935 16.309
F 15.957 12.248 15.400
F 16.912 12.803 17.291
H 14.220 8.929 19.104
H 13.466 9.604 20.536
H 15.284 9.720 20.381
H 13.624 11.943 19.854
H 13.009 10.924 18.647
C 6.555 6.105 20.544
C 7.016 7.227 19.716
O 8.387 6.875 19.233
C 9.221 7.822 19.092
O 9.006 9.000 19.286
C 10.594 7.263 18.510
F 11.617 8.090 18.596
F 10.919 6.052 19.107
F 10.426 6.954 17.222
H 6.606 5.152 19.958
H 5.531 6.346 20.840
H 7.138 5.887 21.437
H 7.027 8.146 20.310
H 6.510 7.482 18.763
C 13.461 12.526 12.907
C 12.003 12.164 12.870
O 11.723 11.427 11.600
C 11.431 12.074 10.524
O 11.323 13.305 10.419
C 11.392 11.144 9.287
F 10.434 11.344 8.369
F 12.587 11.361 8.645
F 11.198 9.878 9.716
H 14.146 11.689 12.708
H 13.727 13.017 13.858
H 13.635 13.284 12.178
H 11.349 13.064 12.945
H 11.713 11.390 13.609
*
```

3.
The following is a quantum chemistry calculation of the molecule C5H10O at a distorted geometry, from the Open Molecules 2025 dataset.

Frontier orbital gap (eV): 9.1
Strongest force on any atom (eV Å⁻¹): 1.443
LUMO (eV): 0.619
Relative energy (zero: lowest compared OMol25 entry of this formula, charge and spin) (kJ/mol): 345.1

```
! wB97M-V def2-TZVPD RIJCOSX def2/J DEFGRID3
* xyz 0 1
C -0.689 1.427 -0.903
C -0.446 0.196 -0.037
C -1.361 -0.968 -0.402
C 1.012 -0.198 -0.154
C 2.061 -0.999 1.736
O 1.248 -1.284 0.758
H -0.048 2.268 -0.611
H -1.729 1.753 -0.819
H -0.492 1.200 -1.958
H -0.617 0.464 1.018
H -2.409 -0.680 -0.278
H -1.164 -1.841 0.228
H -1.209 -1.260 -1.449
H 1.321 -0.503 -1.156
H 2.781 -0.249 1.288
H 1.627 0.645 0.191
*
```